Record 1
The following is a DFT calculation (ωB97M-V with the def2-TZVPD basis set) of C35H36Cl3N9O3RhS as an isolated structure.

```
88
Properties=species:S:1:pos:R:3
Rh -1.4231 -1.6611 2.0920
Cl -0.0791 1.9430 -8.8951
Cl -2.8966 4.9664 2.1585
Cl -4.9651 3.7725 0.0693
S -2.8836 -2.0865 3.9297
O 0.1547 1.4520 4.1773
O 4.6526 1.0205 -1.6289
O -4.7320 -1.2982 -0.2367
N -1.1168 0.1642 2.7396
N -0.0836 -1.2884 0.5815
N -2.1432 -3.3766 1.0613
N 1.6960 -0.7680 -0.5293
N -2.8410 -0.8316 1.0089
N -4.7952 -0.3053 3.3996
N 0.7366 -0.9410 -1.4594
N -5.2665 -2.4697 2.8232
N 0.1474 -2.0393 3.4530
C 0.7633 -3.1782 3.7751
C -0.3245 -1.2448 -0.7600
C -2.9158 3.2830 1.7866
C -2.9156 0.5618 1.2157
C -3.8442 -3.9760 -0.5019
C 1.7902 -3.2274 4.6993
C 1.3833 2.8375 -5.2950
C -3.8225 1.4014 0.5857
C 1.4132 2.2179 0.0202
C 0.8959 1.9500 -7.4587
C -1.9910 1.0927 2.1479
C -3.6915 -1.6108 0.3308
C 3.7471 2.0829 0.8704
C 1.5476 -0.8683 4.9887
C 1.2056 -0.9979 0.6799
C -0.1771 0.3937 3.6672
C 3.2418 1.0747 -1.4225
C -3.2057 -3.0500 0.3011
C -2.2778 -5.6123 0.2537
C 3.2753 1.9495 -3.8897
C -1.6965 -4.6318 1.0381
C 1.9613 1.0736 -7.3514
C -4.4319 -1.5713 3.3291
C -3.8193 2.7618 0.8700
C 3.0552 -0.3490 -0.8483
C 2.8939 2.2125 -0.3978
C 0.5292 -0.8955 4.0554
C -3.3693 -5.2777 -0.5319
C 2.5080 1.2164 -2.7794
C 0.6004 2.8392 -6.4376
C 2.7352 1.0872 -6.1996
C 2.4590 1.9644 -5.1580
C 2.1897 -2.0514 5.3164
C -2.0033 2.4525 2.4262
C 3.1850 3.5794 -1.0314
H -0.2279 3.5259 -6.5441
H 4.2191 1.4363 -4.0779
H 1.1788 3.1756 0.4877
H -6.1895 -2.2291 2.4952
H 2.2747 0.2251 -3.1665
H -3.8443 -6.0219 -1.1570
H 3.6225 -0.4416 0.0756
H 3.0335 4.3592 -0.2844
H 1.5426 1.7020 -2.6317
H 3.5743 0.4061 -6.1177
H 0.4137 -4.0735 3.2800
H 0.7288 2.0941 -0.8206
H -4.9769 -3.4322 2.8017
H 1.1875 1.4559 0.7651
H -5.6225 0.0441 2.9386
H -0.8492 -4.8553 1.6716
H 1.7718 -0.8950 1.5897
H 3.5119 2.9764 -3.6049
H 2.9877 -2.0594 6.0466
H 2.5164 3.7918 -1.8657
H -1.3049 2.8622 3.1387
H 4.2163 3.6748 -1.3802
H 1.8025 0.0850 5.4309
H -1.2905 -1.4091 -1.2039
H 4.9484 1.8587 -1.9989
H 3.4706 -1.0496 -1.5708
H 4.8094 2.0173 0.6414
H 2.2600 -4.1731 4.9280
H 1.1574 3.5411 -4.5008
H -4.5278 0.9999 -0.1248
H 3.5865 2.9543 1.5066
H -1.8756 -6.6151 0.2637
H 2.1846 0.3945 -8.1625
H -4.1241 0.3702 3.7328
H 3.4721 1.2072 1.4640
H -4.6934 -3.6456 -1.0843
```

Summary:
HOMO level   -10.157 eV
Orbital gap   7.27 eV
Charge   +1
ΔE to the lowest compared entry with this formula, charge and spin   0.000 eV

***

Record 2
The following is a DFT calculation (ωB97M-V with the def2-TZVPD basis set) of C41H49FeN2O6Se as an isolated structure.

```
100
Properties=species:S:1:pos:R:3
Se 0.7489 -2.4517 1.5133
Fe -1.4753 -2.3801 -0.1730
O 0.2731 -2.0979 -1.4674
O -1.2708 -0.3776 0.4411
O -2.1426 -3.3082 -1.9330
O -2.4032 -3.0940 1.7391
O -3.5520 -3.3489 -3.7297
O -4.1269 -2.8043 3.1572
N -3.6902 -1.9052 -0.1983
N -3.4000 -1.4116 -2.4381
C -5.7929 -2.2458 0.8466
C 2.8457 -0.0130 -4.3728
C -4.1238 1.8706 -3.9256
C 3.2766 -1.5128 0.4954
C 1.5626 1.5727 4.9544
C -1.8308 3.4977 1.3269
C -6.4495 -1.9297 -0.3679
C 4.1447 -0.9800 -0.4453
C -3.2906 1.8600 -5.0383
C -0.3847 1.6984 3.2785
C 3.0121 1.6860 4.4541
C 6.5340 -1.3686 -1.0899
C -2.9211 -2.6961 -2.6886
C -4.3014 -1.5967 -1.3563
C -0.7598 0.0281 1.5467
C -3.3731 -0.3370 -3.2989
C 0.6946 1.0155 3.8287
C -3.5835 -2.7416 2.0513
C 1.4504 -1.6904 -1.1592
C 5.8014 0.8989 -0.3220
C 1.2186 -1.8715 -4.2280
C -1.1375 1.2468 2.1996
C 1.1147 2.9619 5.4146
C -5.6995 -1.6377 -1.4837
C 0.6591 0.3711 -3.2380
C -2.5136 -0.3349 -4.4061
C 1.7819 -0.6539 -3.4766
C -3.2088 1.5508 0.6643
C 0.2761 -0.7075 2.1986
C 5.9873 -0.9726 1.2975
C 5.5945 -0.6125 -0.1370
C -2.3391 2.1219 1.7903
C -2.4758 0.7535 -5.2552
C 1.5092 0.6336 6.1687
C 1.9779 -1.8419 0.1493
C 0.9794 -0.2327 3.2834
C 3.6242 -0.7517 -1.7257
C -3.2628 2.3002 3.0083
C -4.1733 0.7905 -3.0646
C 2.3310 -1.0588 -2.1047
C -4.4110 -2.2530 0.8590
H 5.3804 -0.4195 2.0164
H -2.6521 1.4522 -0.2635
H -7.5323 -1.9333 -0.4211
H -4.1331 2.9048 2.7345
H -1.2616 4.0041 2.1099
H 3.2377 0.9095 -3.9377
H -3.6139 1.3251 3.3502
H 2.3986 0.2331 -5.3390
H -3.2556 2.7136 -5.7041
H 3.3990 0.7097 4.1610
H 0.4815 0.5478 6.5258
H -2.6719 4.1396 1.0457
H -1.1831 3.3742 0.4569
H 4.2844 -0.3010 -2.4578
H 1.8543 -0.3663 5.9054
H -1.8543 -1.1816 -4.5558
H -4.7986 0.8085 -2.1820
H 5.8537 -2.0404 1.4792
H -6.1557 -1.4029 -2.4380
H 1.7871 3.3218 6.1984
H -0.6653 2.6480 3.7188
H 6.8330 1.1810 -0.0854
H 3.5795 -1.6792 1.5217
H 0.2198 0.7012 -4.1847
H -1.7955 0.7517 -6.0994
H -4.0599 2.2226 0.4982
H 7.5814 -1.1333 -0.8726
H 7.0372 -0.7207 1.4700
H 0.7892 -1.5569 -5.1854
H 0.1023 2.9334 5.8222
H 1.7678 -0.8560 3.6916
H 2.1345 1.0145 6.9835
H 3.6647 2.1022 5.2296
H 2.0106 -2.6004 -4.4240
H 6.3338 -1.1062 -2.1293
H -4.7421 2.7375 -3.7223
H 1.0553 1.2433 -2.7122
H 5.1280 1.4515 0.3354
H 0.4458 -2.3480 -3.6313
H -3.5859 0.5646 0.9263
H 1.1406 3.6777 4.5908
H 5.5893 1.2003 -1.3487
H 3.6752 -0.7035 -4.5486
H -2.7593 2.7950 3.8415
H -3.3250 -4.2817 -3.6278
H -0.1268 -0.0700 -2.6258
H 6.3880 -2.4452 -0.9832
H -6.3363 -2.4972 1.7454
H 3.0512 2.3363 3.5783
```

Summary:
HOMO level (alpha / beta)   0.642 / -1.853 eV
Orbital gap (alpha / beta)   3.49 / 5.99 eV
Charge   -2
Spin multiplicity   6
ΔE to the lowest compared entry with this formula, charge and spin   0.264 eV
<S²>   8.77

***

Record 3
The following is a DFT calculation (ωB97M-V with the def2-TZVPD basis set) of C21H25AsI2MnN4O3S as an isolated structure.

```
58
Properties=species:S:1:pos:R:3
I -3.4089 3.0158 2.5403
I -6.7921 -1.7247 3.8281
As 2.7358 -0.7256 1.7184
Mn -0.5143 0.1779 -0.2453
S 0.5828 -0.5108 1.6620
O 2.7075 1.7515 0.3944
O -1.3586 1.6362 -1.4038
O -1.9752 0.7128 0.9812
N -0.2344 3.6329 -1.6410
N 0.2766 -0.6853 -1.9164
N 0.6158 1.7547 -0.5076
N -1.5345 -1.6567 -0.2860
C 1.8241 2.3588 -0.1978
C -0.3459 2.3684 -1.1990
C -2.1824 -2.1807 0.9380
C -3.8061 1.0036 2.4067
C -3.1744 -1.2498 1.5661
C -4.8967 0.4599 3.0312
C -5.1538 -0.9144 2.9189
C -2.9161 0.1700 1.6181
C 0.9011 -0.0528 -2.9183
C 3.5877 -0.9788 0.0200
C 0.6403 -2.7597 -3.0440
C 1.9420 3.7331 -0.6691
C 0.1407 -2.0220 -1.9877
C -1.3551 4.2501 -2.3587
C 1.3013 -2.1008 -4.0690
C 2.9757 -2.3874 2.6563
C -4.2764 -1.7539 2.1873
C 1.4246 -0.7203 -4.0054
C 3.6084 0.5715 2.8238
C -0.5896 -2.6477 -0.8366
C 0.9372 4.3079 -1.3483
H -2.2643 -1.4982 -0.9822
H 0.9906 1.0204 -2.8425
H 4.6130 0.2027 3.0292
H -1.3839 -2.3817 1.6530
H 2.4676 -2.3271 3.6169
H 2.8525 4.2713 -0.4582
H -4.4867 -2.8152 2.1430
H 3.4498 -0.0920 -0.5921
H 0.9835 5.3242 -1.7134
H 4.0393 -2.5609 2.8159
H 3.6384 1.5318 2.3211
H 3.0452 0.6366 3.7529
H -1.0526 5.2439 -2.6739
H -1.6118 3.6534 -3.2306
H 1.7025 -2.6529 -4.9080
H -2.2223 4.3202 -1.7055
H -1.0990 -3.5644 -1.1387
H 3.1570 -1.8617 -0.4499
H -2.6718 -3.1304 0.7097
H 0.1114 -2.8937 -0.0349
H 2.5537 -3.2036 2.0731
H 1.9168 -0.1602 -4.7868
H 0.5011 -3.8318 -3.0631
H 4.6483 -1.1503 0.2034
H -5.5655 1.0862 3.6048
```

Summary:
HOMO level (alpha / beta)   -13.566 / -13.988 eV
Orbital gap (alpha / beta)   7.79 / 6.03 eV
Charge   +2
Spin multiplicity   4
<S²>   3.81

***

Record 4
The following is a DFT calculation (ωB97M-V with the def2-TZVPD basis set) of a 5-piece molecular cluster, C24H37F3N7O14P overall in a non-equilibrium geometry.

```
86
Properties=species:S:1:pos:R:3
P -4.6417 2.8596 -1.6510
F -0.4862 -3.8402 -4.7948
F -0.8546 -4.4139 -2.6090
F -2.5363 -4.0280 -4.0359
O 1.9967 -2.5533 5.7928
O -1.0392 4.5822 5.6814
O -5.6984 3.8173 -2.1189
O 2.6614 2.3728 1.1102
O 3.2304 -3.0324 4.0802
O 0.7688 5.2022 6.6990
O -2.0603 -1.5155 -4.4090
O -5.4282 1.6650 -0.8001
O 0.6442 2.2520 2.0512
O -3.5399 3.7456 -0.7768
O 0.0430 -3.2571 2.3797
O 5.9749 -1.4491 -2.1368
O 0.0159 -5.1862 1.4009
O 5.1688 -0.1417 -3.6619
N 6.0038 -0.4498 -2.8313
N 3.1475 -4.8645 -1.2146
N 2.9717 -2.3940 5.0857
N 0.1400 4.8810 5.7065
N 1.6171 -0.1786 -0.0545
N 1.2533 -0.8507 -1.1357
N 0.2425 -4.4552 2.3526
C 0.1892 -1.4490 -3.3793
C 0.4513 -0.5018 -2.1553
C 3.2042 -2.3889 -1.7538
C 1.8582 -2.2020 -1.1757
C -0.2461 0.8080 -2.1864
C 1.1857 -3.3750 -0.6159
C 0.1047 1.6288 -1.0213
C 0.8090 -5.0681 3.5802
C -1.2335 1.3067 -3.2710
C 1.0364 1.0354 -0.0709
C -3.7307 2.2442 -3.1556
C -1.2734 -2.1092 -3.3566
C -1.2591 -3.6531 -3.6568
C 0.8699 4.8493 4.4107
C -4.6338 1.0433 0.2410
C 7.1584 0.4679 -2.6432
C -4.1014 4.3271 0.4358
C 1.4457 1.9575 1.1548
C -2.6990 1.1339 -2.6734
C 3.9359 -1.3306 5.4730
C 1.9043 -4.6471 -0.7021
C -5.3756 1.2607 1.6461
C -3.0665 4.0367 1.5958
C 3.7385 -3.7478 -1.7313
H 1.0037 -2.1762 -3.6006
H 3.8055 -1.5605 -2.1795
H -3.1569 0.1342 -2.8788
H -4.6305 1.7050 2.3527
H 7.1446 0.8035 -1.6084
H -4.5074 1.8016 -3.8378
H -2.9169 2.9320 1.7445
H -5.6932 0.2764 2.0693
H 0.1809 -3.3193 -0.1482
H -6.2441 1.9545 1.5056
H 0.9346 -6.1348 3.4148
H 3.5790 -0.8496 6.3791
H 0.3806 5.5538 3.7419
H -2.0699 4.4637 1.2846
H 4.8990 -1.8074 5.6415
H 1.7679 -4.5862 3.7665
H -5.1003 3.8664 0.6485
H 8.0631 -0.0946 -2.8637
H -1.0806 2.4149 -3.3911
H -3.1968 3.0903 -3.6740
H -1.1064 0.8540 -4.2818
H -4.5405 -0.0709 0.0837
H 3.9860 -0.6188 4.6513
H 0.1097 -4.8833 4.3928
H -4.2673 5.4265 0.2707
H -0.2976 2.6495 -0.8413
H 1.3775 -5.5392 -0.2784
H 7.0506 1.3081 -3.3231
H -2.5749 1.1968 -1.5542
H 0.1612 -0.7564 -4.2710
H 1.9029 5.1367 4.5842
H -1.8295 -1.8371 -2.4144
H 0.8121 3.8324 4.0226
H 4.7634 -3.8822 -2.1690
H -3.5902 1.4360 0.3376
H -1.5668 -1.5810 -5.2493
H -3.4195 4.4675 2.5738
```

Summary:
HOMO level   -8.293 eV
Orbital gap   6.74 eV

***

Result set for molecular weight: 872.1; 800.7; 797.2; 735.6 g/mol, one per record in the order listed.